Run P
2 unconnected molecules or ions with the total composition C9H14NO. Source: the OMol25 dataset; level of theory: ωB97M-V/def2-TZVPD.

Summary:
HOMO (spin up / spin down): -0.4779 / -0.4780 Eh
lowest unoccupied orbital energy (spin up / spin down): -5.5 / -5.5 eV
total charge: +1

Bonds (Å) are listed after each position.
Cartesian coordinates (Å):
1 C -2.25398 1.79789 1.67804  H8 1.059, C23 1.377, C25 1.365
2 H 1.12292 -2.18471 0.24302  N14 1.071
3 C -0.24753 0.11087 -0.78836  C4 1.451, C15 1.342, C16 1.435
4 C 0.34712 0.19023 -2.10960  C3 1.451, H7 1.113, C11 1.538, C16 1.556
5 H 0.60529 -2.37564 2.38598  C20 1.007
6 O -0.50006 2.19817 0.35691  C15 1.384, C25 1.302
7 H -0.12936 0.95619 -2.76183  C4 1.113
8 H -3.02109 1.94855 2.39176  C1 1.059
9 H 2.45372 0.79479 -2.21689  C11 1.124
10 H 2.29023 -1.23311 0.74117  N14 0.991
11 C 1.82586 -0.12021 -2.39728  C4 1.538, H9 1.124, H18 1.097, H21 1.137
12 H -0.14169 -1.99097 -1.61109  C16 1.132
13 H -2.37879 -0.24348 1.09755  C23 1.006
14 N 1.30864 -1.31941 0.84687  H2 1.071, H10 0.991, C20 1.398
15 C -0.85987 0.88284 0.12237  C3 1.342, O6 1.384, C23 1.429
16 C -0.60554 -0.95977 -1.67347  C3 1.435, C4 1.556, H12 1.132, H24 1.004
17 H -0.11340 -0.77832 2.18466  C20 1.109
18 H 2.17156 -1.01725 -1.86797  C11 1.097
19 H 1.49287 -0.99513 2.74034  C20 1.012
20 C 0.79333 -1.41624 2.14267  H5 1.007, N14 1.398, H17 1.109, H19 1.012
21 H 1.87734 -0.35836 -3.50835  C11 1.137
22 H -1.11659 3.58550 1.78300  C25 1.061
23 C -2.04371 0.68321 0.89748  C1 1.377, H13 1.006, C15 1.429
24 H -1.56850 -0.84220 -1.93024  C16 1.004
25 C -1.30876 2.68654 1.25325  C1 1.365, O6 1.302, H22 1.061

---

Run Q
A gas-phase ion, C9H14NO (charge +1). Source: the OMol25 dataset; level of theory: ωB97M-V/def2-TZVPD.

Summary:
SMILES: C=C(C)Cc1ccoc1C[NH3+]
HOMO: -0.4633 Eh
lowest unoccupied orbital energy: -3.4 eV
total charge: +1

Bonds (Å) are listed after each position.
Cartesian coordinates (Å):
1 H -0.33160 -1.84884 1.69139  N17 1.099
2 C -2.38112 -0.12448 -0.72297  H5 1.018, H13 1.172, C16 1.339
3 H -2.09351 0.42071 1.94848  C19 1.160
4 H -1.14534 -1.09632 0.29741  N17 1.072
5 H -2.38239 -0.22522 -1.73620  C2 1.018
6 C 2.19191 1.57691 -0.24117  H11 1.015, C14 1.433, C15 1.371
7 C 0.78329 -1.88085 -0.28421  C8 1.486, N17 1.572, H20 1.119, H23 1.121
8 C 1.45257 -0.55571 -0.35431  C7 1.486, C14 1.363, O22 1.399
9 H -0.48992 0.75718 1.68474  C19 1.141
10 C -0.31617 1.07959 -1.19134  C14 1.565, C16 1.565, H24 1.025, H25 1.168
11 H 2.13922 2.57717 -0.40796  C6 1.015
12 H 4.12499 0.97228 0.50998  C15 1.032
13 H -3.34938 -0.24545 -0.07434  C2 1.172
14 C 1.10920 0.73072 -0.64803  C6 1.433, C8 1.363, C10 1.565
15 C 3.12858 0.76201 0.34020  C6 1.371, H12 1.032, O22 1.346
16 C -1.48449 0.72874 -0.21089  C2 1.339, C10 1.565, C19 1.517
17 N -0.51111 -1.90304 0.60821  H1 1.099, H4 1.072, C7 1.572, H21 0.991
18 H -1.72568 2.10039 1.39594  C19 1.019
19 C -1.48171 1.12107 1.25485  H3 1.160, H9 1.141, C16 1.517, H18 1.019
20 H 1.63423 -2.44496 0.17365  C7 1.119
21 H -1.10074 -2.69865 0.58594  N17 0.991
22 O 2.73121 -0.51788 0.21220  C8 1.399, C15 1.346
23 H 0.36808 -2.13554 -1.29343  C7 1.121
24 H -0.42484 0.63486 -2.10838  C10 1.025
25 H -0.44528 2.21529 -1.42976  C10 1.168

---

Q: Which of them is the least stable? A: run P.

---

Run P
2 unconnected molecules or ions with the total composition C3H6N2O2S. Source: the OMol25 dataset; level of theory: ωB97M-V/def2-TZVPD.

Summary:
HOMO (spin up / spin down): -0.3215 / -0.3215 Eh
lowest unoccupied orbital energy (spin up / spin down): 0.0 / 0.0 eV

Bonds (Å) are listed after each position.
Cartesian coordinates (Å):
1 O 0.72959 2.11072 1.20389  N9 1.192
2 C -0.97267 0.43002 -0.42605  S10 1.775, C13 1.529, H14 1.100
3 H 0.11116 -0.24809 1.32030  C13 1.111
4 H 1.86188 -0.20500 -0.36142  N6 1.106
5 H 0.06139 -2.35854 -0.73401  C8 1.095
6 N 1.18835 -0.73258 -1.06299  H4 1.106, C8 1.464, S10 1.736
7 H 1.07788 -2.01254 0.73017  C8 1.133
8 C 0.45647 -1.55785 -0.10081  H5 1.095, N6 1.464, H7 1.133, C13 1.555
9 N -0.09588 2.17662 0.34656  O1 1.192, O11 1.179
10 S 0.00479 0.22782 -1.89410  C2 1.775, N6 1.736
11 O -0.40780 3.11177 -0.29955  N9 1.179
12 H -1.43136 -1.17261 1.11074  C13 1.101
13 C -0.61145 -0.65956 0.58416  C2 1.529, H3 1.111, C8 1.555, H12 1.101
14 H -1.97235 0.88982 -0.41690  C2 1.100

---

Run Q
A single C3H6N2O2S molecule. Source: the OMol25 dataset; level of theory: ωB97M-V/def2-TZVPD.

Summary:
SMILES: O=S(=O)=C1NCCN1
HOMO: -0.3215 Eh
lowest unoccupied orbital energy: 0.4 eV

Bonds (Å) are listed after each position.
Cartesian coordinates (Å):
1 C 1.40714 -0.66440 -0.12350  H2 1.148, C3 1.513, H10 1.053, N11 1.497
2 H 2.19153 -1.15906 0.55328  C1 1.148
3 C 1.17040 0.82943 -0.13689  C1 1.513, N7 1.434, H8 1.140, H9 1.135
4 S -2.68234 -0.25260 0.04058  C5 2.097, O6 1.476, O14 1.472
5 C -0.71597 -0.10986 0.75483  S4 2.097, N7 1.302, N11 1.358
6 O -2.95362 1.19066 -0.10554  S4 1.476
7 N -0.18765 0.98752 0.29529  C3 1.434, C5 1.302, H12 1.022
8 H 1.72646 1.34702 0.71326  C3 1.140
9 H 1.46746 1.38035 -1.08321  C3 1.135
10 H 1.38352 -1.23696 -1.00685  C1 1.053
11 N 0.20491 -1.10265 0.65432  C1 1.497, C5 1.358, H13 1.033
12 H -0.69988 1.85306 0.11511  N7 1.022
13 H -0.14281 -2.05236 0.44169  N11 1.033
14 O -2.16917 -1.01016 -1.11238  S4 1.472

---

Run R
A single C3H6N2O2S molecule. Source: the OMol25 dataset; level of theory: ωB97M-V/def2-TZVPD.

Summary:
SMILES: [H]/N=C(/CO)N(S)C=O
HOMO: -0.3624 Eh
lowest unoccupied orbital energy: 0.5 eV

Bonds (Å) are listed after each position.
Cartesian coordinates (Å):
1 S -2.46498 -0.72139 0.06022  N3 1.693, H9 1.346
2 H 0.05842 1.75008 -0.52275  C12 1.101
3 N -0.94607 -0.00983 -0.16619  S1 1.693, C6 1.445, C12 1.391
4 C 1.53225 -0.04185 -0.42207  C6 1.505, O7 1.427, H10 1.106, H14 1.111
5 N 0.33630 -2.04899 -0.02574  C6 1.256, H13 1.000
6 C 0.26298 -0.80033 -0.14104  N3 1.445, C4 1.505, N5 1.256
7 O 1.85133 0.99344 0.50661  C4 1.427, H11 0.998
8 O -1.94770 2.02574 -0.07704  C12 1.209
9 H -2.72468 -0.33751 1.32394  S1 1.346
10 H 1.40435 0.42171 -1.41801  C4 1.106
11 H 1.82757 0.65471 1.44541  O7 0.998
12 C -0.94677 1.37694 -0.27334  H2 1.101, N3 1.391, O8 1.209
13 H -0.56834 -2.44252 0.13917  N5 1.000
14 H 2.32535 -0.82022 -0.42918  C4 1.111

---

Run S
A single C3H6N2O2S molecule. Source: the OMol25 dataset; level of theory: ωB97M-V/def2-TZVPD.

Summary:
SMILES: CCO[S@H](=O)=NC#N
HOMO: -0.3572 Eh
lowest unoccupied orbital energy: -0.3 eV

Bonds (Å) are listed after each position.
Cartesian coordinates (Å):
1 C -1.91935 -0.66488 0.56527  N6 1.143, N9 1.297
2 H 1.52556 0.56428 0.90798  C8 1.035
3 O -0.49683 2.69423 0.01348  S14 1.413
4 H -1.75082 1.27289 -1.60891  S14 1.503
5 O 0.50192 0.72478 -1.10042  C11 1.375, S14 1.602
6 N -2.29553 -1.72092 0.33985  C1 1.143
7 H 0.22046 -1.28921 -0.72052  C11 1.075
8 C 1.36302 -0.45708 0.86584  H2 1.035, H10 1.030, C11 1.563, H13 1.083
9 N -1.62598 0.56402 0.85714  C1 1.297, S14 1.756
10 H 2.19009 -1.04370 1.04928  C8 1.030
11 C 0.93910 -0.49436 -0.63850  O5 1.375, H7 1.075, C8 1.563, H12 1.067
12 H 1.67071 -0.65805 -1.39839  C11 1.067
13 H 0.47809 -0.88643 1.31910  C8 1.083
14 S -0.80045 1.39443 -0.45118  O3 1.413, H4 1.503, O5 1.602, N9 1.756

---

Q: Which of them is the least stable? A: run P.

---

Run P
A single C4H9NO2 molecule. Source: the OMol25 dataset; level of theory: ωB97M-V/def2-TZVPD.

Summary:
SMILES: C[C@H](C=O)NCO
HOMO: -0.3223 Eh
lowest unoccupied orbital energy: 0.7 eV

Bonds (Å) are listed after each position.
Cartesian coordinates (Å):
1 C -1.21923 1.28038 -0.14474  H3 1.110, O14 1.210, C15 1.498
2 H -0.70003 -0.71682 -2.27137  C5 1.107
3 H -2.18042 1.45915 0.38132  C1 1.110
4 H -1.09628 -0.63507 0.73386  C15 1.111
5 C -1.07355 -0.99156 -1.26624  H2 1.107, H8 1.092, H9 1.081, C15 1.510
6 H 1.14095 -1.14475 1.62860  C16 1.083
7 H 1.10020 0.01095 -1.00540  N12 1.003
8 H -2.11811 -0.73141 -1.44744  C5 1.092
9 H -0.85725 -2.04582 -1.16380  C5 1.081
10 H 2.87223 0.97334 1.02855  O11 0.955
11 O 2.73228 0.07463 1.31858  H10 0.955, C16 1.439
12 N 0.83372 -0.01322 -0.03878  H7 1.003, C15 1.479, C16 1.422
13 H 0.91660 0.58843 2.06907  C16 1.123
14 O -1.01828 2.11982 -0.99230  C1 1.210
15 C -0.64030 -0.10098 -0.12675  C1 1.498, H4 1.111, C5 1.510, N12 1.479
16 C 1.30746 -0.12706 1.29687  H6 1.083, O11 1.439, N12 1.422, H13 1.123

---

Run Q
A single C4H9NO2 molecule. Source: the OMol25 dataset; level of theory: ωB97M-V/def2-TZVPD.

Summary:
SMILES: NC(=O)CCCO
HOMO: -0.3493 Eh
lowest unoccupied orbital energy: 0.6 eV

Bonds (Å) are listed after each position.
Cartesian coordinates (Å):
1 O -1.76155 0.40616 -0.70522  C5 1.429, H7 0.964
2 H -0.92423 -2.14442 1.82058  N14 1.008
3 O 1.29040 -1.18444 2.41532  C9 1.220
4 H 1.49345 0.54034 -1.55666  C6 1.097
5 C -0.59443 0.87712 -1.38195  O1 1.429, C6 1.524, H8 1.095, H10 1.098
6 C 0.66994 0.14327 -0.95018  H4 1.097, C5 1.524, C12 1.539, H16 1.097
7 H -2.02331 1.05879 -0.04558  O1 0.964
8 H -0.76260 0.72929 -2.45429  C5 1.095
9 C 0.59638 -0.84771 1.47016  O3 1.220, C12 1.529, N14 1.359
10 H -0.47516 1.95598 -1.21441  C5 1.098
11 H 2.10204 0.37176 0.67933  C12 1.092
12 C 1.02167 0.28938 0.54043  C6 1.539, C9 1.529, H11 1.092, H13 1.100
13 H 0.59316 1.21976 0.94273  C12 1.100
14 N -0.59360 -1.43810 1.18169  H2 1.008, C9 1.359, H15 1.014
15 H -1.21047 -1.05965 0.47154  N14 1.014
16 H 0.57829 -0.91752 -1.21349  C6 1.097

---

Q: Which of them is the least stable? A: run P.

---

Run P
A single C4H9NO2 molecule. Source: the OMol25 dataset; level of theory: ωB97M-V/def2-TZVPD.

Summary:
SMILES: CNCOCC=O
HOMO: -0.3392 Eh
lowest unoccupied orbital energy: 0.6 eV

Bonds (Å) are listed after each position.
Cartesian coordinates (Å):
1 H -0.45123 -1.16295 1.60198  C9 1.094
2 H 1.50230 1.58085 0.11813  C10 1.098
3 H 0.14758 -2.97343 0.15952  C12 1.096
4 H 0.82124 -2.59868 -1.43467  C12 1.093
5 H -0.87922 -2.21329 -1.08091  C12 1.106
6 H -1.29779 -0.19281 0.37096  C9 1.110
7 N 0.61363 -0.95303 -0.16204  C9 1.444, C12 1.458, H16 1.020
8 O 0.16810 0.73443 1.47915  C9 1.412, C10 1.410
9 C -0.30586 -0.41805 0.81462  H1 1.094, H6 1.110, N7 1.444, O8 1.412
10 C 0.54919 1.78739 0.62239  H2 1.098, O8 1.410, H13 1.095, C14 1.523
11 H -1.43673 2.55780 -0.10703  C14 1.110
12 C 0.14185 -2.24105 -0.65628  H3 1.096, H4 1.093, H5 1.106, N7 1.458
13 H 0.65742 2.67272 1.25847  C10 1.095
14 C -0.50918 2.04924 -0.44172  C10 1.523, H11 1.110, O15 1.210
15 O -0.38199 1.68336 -1.58837  C14 1.210
16 H 0.66071 -0.31250 -0.95418  N7 1.020

---

Run Q
2 unconnected molecules or ions with the total composition C4H9NO2. Source: the OMol25 dataset; level of theory: ωB97M-V/def2-TZVPD.

Summary:
SMILES: CCC=O.NC=O
HOMO: -0.3674 Eh
lowest unoccupied orbital energy: 0.7 eV

Bonds (Å) are listed after each position.
Cartesian coordinates (Å):
1 O -0.69860 -2.22695 -0.07863  C13 1.215
2 H -2.02904 -1.06300 -1.04987  C13 1.113
3 O 2.34944 0.00846 1.45166  C15 1.216
4 H 1.73980 -0.64722 -1.59274  N16 1.007
5 H -1.57306 2.16027 0.64289  C8 1.095
6 H -0.16634 -0.03091 1.20678  C14 1.097
7 H -0.30798 1.71650 -0.51098  C8 1.097
8 C -1.25686 1.38961 -0.06844  H5 1.095, H7 1.097, H9 1.099, C14 1.533
9 H -2.00459 1.34706 -0.87288  C8 1.099
10 H -1.92968 -0.13120 1.34429  C14 1.104
11 H 1.03684 -1.40422 -0.19664  N16 1.015
12 H 3.15086 0.66303 -0.31271  C15 1.107
13 C -1.26867 -1.16716 -0.24415  O1 1.215, H2 1.113, C14 1.501
14 C -1.10070 0.03705 0.63533  H6 1.097, C8 1.533, H10 1.104, C13 1.501
15 C 2.42576 0.03308 0.23839  O3 1.216, H12 1.107, N16 1.354
16 N 1.63282 -0.68441 -0.59232  H4 1.007, H11 1.015, C15 1.354

---

Q: Which of them is the least stable? A: run P.